Entry 1:
Entry from OMol25: a molecular structure, C18H41F9HfO25S6 in a non-equilibrium geometry (ωB97M-V/def2-TZVPD).

Last column: Mulliken spin population.
Cartesian coordinates (Å):
Hf (-15.095, 22.496, -14.648)  -0.004
C (-11.439, 24.780, -11.973)  0.022
F (-12.412, 24.551, -11.078)  0.006
F (-10.779, 25.894, -11.790)  0.002
F (-10.604, 23.717, -11.981)  0.002
S (-12.338, 24.801, -13.736)  0.002
O (-11.298, 24.852, -14.834)  0.232
O (-13.164, 23.600, -13.794)  -0.004
O (-13.190, 25.925, -13.628)  0.000
C (-15.523, 21.535, -9.728)  0.000
F (-15.458, 22.926, -9.703)  0.000
F (-14.330, 20.982, -9.332)  0.000
F (-16.448, 21.096, -8.881)  0.000
S (-15.846, 20.934, -11.578)  0.000
O (-15.258, 19.567, -11.676)  0.000
O (-17.256, 21.005, -11.783)  0.000
O (-15.144, 21.906, -12.455)  0.001
C (-14.662, 27.100, -16.728)  -0.010
F (-13.871, 27.408, -15.696)  0.001
F (-15.971, 27.043, -16.446)  0.000
F (-14.439, 27.804, -17.798)  -0.001
S (-14.009, 25.289, -17.138)  -0.061
O (-14.464, 25.067, -18.515)  0.226
O (-12.530, 25.367, -17.014)  0.540
O (-14.552, 24.267, -16.212)  0.046
C (-15.907, 25.767, -11.579)  0.001
C (-16.737, 25.461, -12.799)  -0.006
C (-17.136, 26.728, -13.588)  0.000
O (-16.141, 24.451, -13.531)  0.002
H (-16.537, 26.500, -11.076)  -0.001
H (-14.932, 26.243, -11.679)  0.000
H (-15.812, 24.950, -10.864)  0.001
H (-17.706, 25.076, -12.482)  0.002
H (-16.343, 27.235, -14.138)  0.000
H (-17.697, 27.356, -12.896)  0.000
H (-17.892, 26.481, -14.334)  0.000
O (-19.130, 30.460, -6.116)  0.000
S (-18.295, 29.829, -5.067)  0.000
O (-18.904, 29.452, -3.800)  0.000
O (-17.576, 28.523, -5.825)  0.000
C (-17.129, 28.656, -7.184)  0.000
C (-16.572, 27.361, -7.605)  -0.001
C (-16.903, 30.939, -4.677)  0.000
H (-16.404, 29.458, -7.322)  0.000
H (-18.004, 28.876, -7.794)  0.000
H (-15.697, 27.144, -6.993)  0.000
H (-16.261, 27.263, -8.645)  0.000
H (-17.398, 26.716, -7.303)  0.000
H (-17.565, 31.784, -4.489)  0.000
H (-16.316, 31.070, -5.586)  0.000
H (-16.338, 30.414, -3.906)  0.000
O (-16.719, 34.520, -9.854)  0.000
S (-17.688, 33.474, -10.073)  0.000
O (-19.010, 33.814, -10.582)  0.000
O (-17.028, 32.330, -11.014)  0.000
C (-17.768, 31.149, -11.477)  0.000
C (-16.656, 30.063, -11.521)  0.000
C (-17.880, 32.495, -8.556)  0.000
H (-18.177, 31.368, -12.463)  0.000
H (-18.596, 30.883, -10.819)  0.000
H (-15.808, 30.466, -12.075)  0.000
H (-17.067, 29.248, -12.115)  0.000
H (-16.257, 29.712, -10.569)  0.000
H (-18.908, 32.172, -8.394)  0.000
H (-17.543, 33.055, -7.684)  0.000
H (-17.204, 31.654, -8.707)  0.000
O (-20.318, 25.492, -12.419)  0.000
S (-20.491, 24.074, -12.661)  0.000
O (-19.736, 23.247, -13.645)  0.000
O (-20.272, 23.263, -11.184)  0.000
C (-19.142, 23.590, -10.364)  0.000
C (-19.409, 23.270, -8.945)  0.000
C (-22.347, 23.735, -12.780)  0.000
H (-18.914, 24.654, -10.425)  0.000
H (-18.236, 22.992, -10.464)  0.000
H (-18.640, 23.618, -8.256)  0.000
H (-19.632, 22.211, -8.821)  0.000
H (-20.278, 23.801, -8.556)  0.000
H (-22.961, 24.480, -12.273)  0.000
H (-22.564, 22.802, -12.260)  0.000
H (-22.579, 23.709, -13.845)  0.000
O (-14.032, 28.338, -12.678)  0.000
H (-14.932, 28.047, -12.527)  0.000
H (-13.606, 27.589, -13.096)  0.000
O (-17.412, 21.789, -14.212)  0.000
H (-18.122, 22.430, -14.260)  0.000
H (-17.487, 21.412, -13.335)  0.000
O (-19.726, 28.492, -12.627)  0.000
H (-19.784, 27.857, -13.341)  0.000
H (-20.054, 28.021, -11.860)  0.000
C (-21.136, 28.881, -16.458)  0.000
C (-20.343, 27.595, -16.578)  0.000
O (-21.158, 26.701, -15.753)  0.000
C (-22.233, 27.358, -15.249)  0.000
O (-23.058, 26.795, -14.525)  0.000
O (-22.318, 28.615, -15.742)  0.000
H (-21.432, 29.290, -17.424)  0.000
H (-20.578, 29.566, -15.819)  0.000
H (-19.348, 27.446, -16.158)  0.000
H (-20.179, 27.333, -17.623)  0.000

* 2S+1: 2
* net charge: +1
* frontier orbital gap (alpha / beta): 4.75 / 3.34 eV
* E: -5926.81677 a.u.
* LUMO level (alpha / beta): -7.5 / -8.9 eV


Entry 2:
Entry from OMol25: 5 unconnected molecules or ions with the total composition C18H41FN7O4 in a non-equilibrium geometry (ωB97M-V/def2-TZVPD).

Last column: Löwdin charge in e.
Cartesian coordinates (Å):
C (-1.977, -1.490, 2.997)  -0.061
C (-1.877, -1.501, 1.458)  -0.155
C (-0.487, -1.146, 1.024)  -0.360
F (0.421, -2.155, 1.283)  0.017
N (-0.401, -0.836, -0.383)  0.134
C (0.692, -0.118, -0.757)  -0.323
N (0.764, 1.227, -0.912)  0.135
C (1.957, 1.544, -0.063)  -0.082
C (2.878, 0.297, -0.334)  -0.079
N (1.913, -0.635, -0.947)  0.163
H (-2.856, -0.961, 3.336)  0.077
H (-1.119, -0.969, 3.412)  0.070
H (-1.935, -2.494, 3.395)  0.077
H (-2.603, -0.836, 1.011)  0.115
H (-2.051, -2.524, 1.134)  0.121
H (-0.118, -0.271, 1.556)  0.152
H (-1.124, -1.116, -1.018)  0.160
H (-0.106, 1.632, -0.523)  0.084
H (1.700, 1.500, 0.991)  0.116
H (2.381, 2.518, -0.251)  0.120
H (3.237, -0.050, 0.627)  0.111
H (3.735, 0.551, -0.942)  0.121
H (2.042, -1.607, -0.690)  0.157
C (-3.964, 2.974, 0.258)  0.003
C (-2.782, 2.629, -0.608)  -0.521
O (-1.681, 2.359, -0.111)  -0.022
N (-2.956, 2.627, -1.938)  0.029
C (-4.172, 2.915, -2.690)  -0.040
H (-3.659, 2.933, 1.298)  0.085
H (-4.322, 3.978, 0.036)  0.094
H (-4.776, 2.263, 0.100)  0.091
H (-2.126, 2.398, -2.462)  0.143
H (-4.441, 2.048, -3.293)  0.091
H (-4.008, 3.761, -3.359)  0.077
H (-4.996, 3.149, -2.026)  0.078
C (-0.684, -6.250, 0.379)  -0.014
C (0.583, -7.078, 0.427)  -0.554
O (0.578, -8.273, 0.208)  0.049
N (1.740, -6.425, 0.728)  0.008
C (1.921, -5.015, 1.013)  -0.084
H (-1.512, -6.905, 0.130)  0.083
H (-0.879, -5.788, 1.348)  0.079
H (-0.608, -5.472, -0.382)  0.077
H (2.550, -7.024, 0.746)  0.141
H (2.618, -4.586, 0.288)  0.083
H (2.345, -4.893, 2.011)  0.082
H (0.982, -4.479, 0.960)  0.042
C (-1.679, 6.028, -6.744)  -0.010
C (-2.560, 6.058, -5.518)  -0.555
O (-3.652, 5.514, -5.494)  0.023
N (-2.092, 6.725, -4.428)  0.004
C (-0.831, 7.429, -4.278)  -0.075
H (-2.188, 5.466, -7.520)  0.084
H (-1.490, 7.038, -7.108)  0.088
H (-0.727, 5.543, -6.525)  0.083
H (-2.727, 6.718, -3.647)  0.134
H (-0.254, 6.996, -3.459)  0.080
H (-1.013, 8.480, -4.053)  0.086
H (-0.244, 7.366, -5.187)  0.071
C (5.448, -3.089, 4.200)  -0.004
C (4.258, -2.426, 3.553)  -0.555
O (4.253, -2.098, 2.373)  0.003
N (3.169, -2.198, 4.330)  0.008
C (2.987, -2.512, 5.738)  -0.067
H (6.228, -3.201, 3.454)  0.085
H (5.829, -2.481, 5.020)  0.089
H (5.180, -4.075, 4.579)  0.089
H (2.409, -1.756, 3.841)  0.125
H (2.143, -3.190, 5.865)  0.085
H (2.786, -1.600, 6.302)  0.085
H (3.874, -2.983, 6.146)  0.074

* net charge: +1
* frontier orbital gap: 7.69 eV
* E: -1494.39813 a.u.
* LUMO level: -3.5 eV


Entry 3:
Entry from OMol25: a molecular structure, C18H41HfN2OP3S in a non-equilibrium geometry (ωB97M-V/def2-TZVPD).

Last column: Löwdin charge in e.
Cartesian coordinates (Å):
Hf (0.210, 0.021, 0.154)  1.019
P (-0.270, -2.647, 0.243)  0.680
P (2.711, -0.412, 0.725)  0.715
P (-0.776, -0.304, -2.315)  0.727
H (-4.265, 2.658, 2.125)  0.130
C (-4.246, 2.083, 1.176)  -0.005
C (-4.059, 0.655, 1.459)  0.341
H (-3.653, 0.374, 2.426)  0.090
C (-0.206, -3.617, 1.795)  -0.247
C (0.964, -3.576, -0.742)  -0.222
C (-1.916, -3.156, -0.400)  -0.242
C (3.418, 1.074, 1.518)  -0.222
C (3.453, -1.756, 1.707)  -0.217
C (3.567, -0.375, -0.878)  -0.223
C (-2.595, -0.191, -2.523)  -0.232
C (-0.342, -1.722, -3.404)  -0.236
C (-0.241, 0.998, -3.482)  -0.222
H (-5.175, 2.363, 0.652)  0.162
H (-3.952, -0.010, 0.598)  0.104
H (-1.071, -3.377, 2.430)  0.024
H (0.710, -3.378, 2.348)  0.046
H (-0.207, -4.700, 1.581)  0.088
H (1.974, -3.357, -0.369)  0.033
H (0.920, -3.288, -1.799)  0.026
H (0.792, -4.659, -0.666)  0.089
H (-2.700, -2.591, 0.127)  0.035
H (-2.103, -4.231, -0.235)  0.089
H (-2.014, -2.946, -1.473)  0.016
H (3.974, 1.660, 0.782)  0.062
H (4.107, 0.762, 2.311)  0.077
H (2.638, 1.701, 1.965)  0.038
H (4.550, -1.724, 1.608)  0.092
H (3.087, -2.738, 1.376)  0.035
H (3.192, -1.611, 2.768)  0.063
H (4.615, -0.103, -0.721)  0.084
H (3.100, 0.373, -1.533)  0.053
H (3.508, -1.354, -1.364)  0.057
H (-2.827, 0.173, -3.534)  0.081
H (-3.014, 0.509, -1.786)  0.024
H (-3.069, -1.167, -2.369)  0.049
H (-0.669, -1.506, -4.431)  0.090
H (-0.796, -2.662, -3.084)  0.039
H (0.748, -1.843, -3.420)  0.060
H (-0.949, 1.020, -4.319)  0.079
H (0.762, 0.760, -3.862)  0.077
H (-0.214, 1.982, -3.001)  0.030
C (0.860, 3.091, -0.586)  -0.356
C (1.992, 3.908, -0.466)  0.006
C (1.906, 5.239, -0.863)  -0.017
C (0.726, 5.734, -1.450)  -0.023
C (-0.423, 4.940, -1.513)  -0.046
C (-0.356, 3.623, -1.063)  -0.070
O (0.911, 1.755, -0.327)  -0.363
H (-3.440, 2.451, 0.517)  0.138
H (2.894, 3.483, -0.020)  0.108
H (2.759, 5.901, -0.747)  0.132
H (0.694, 6.755, -1.837)  0.133
H (-1.358, 5.324, -1.945)  0.130
H (-1.245, 2.973, -1.113)  0.089
N (-0.109, -1.294, 4.690)  0.199
C (-0.779, -0.889, 3.619)  -0.775
N (-1.950, -1.517, 3.351)  0.121
S (-0.150, 0.421, 2.638)  0.644
H (-0.384, -2.088, 5.251)  0.160
H (0.754, -0.827, 4.939)  0.140
H (-2.569, -1.142, 2.645)  0.060
H (-2.403, -2.007, 4.114)  0.155

* net charge: +4
* frontier orbital gap: 2.84 eV
* E: -2363.98067 a.u.
* LUMO level: -15.7 eV


> Look up the net charge of the second one.

+1


> Which of these has the lowest E?

C18H41F9HfO25S6